156
Properties=species:S:1:pos:R:3:forces:R:3 method="wB97M-V/def2-TZVPD" e_above_lowest_kj_mol=504.4 max_force_ev_per_a=3.9 homo_ev=-8.1 e_lumo_ev=0.12 gap_ev=8.201 total_charge=0 smiles=COC[C@H](C)N.COC[C@H](C)N.COCCNCCOC.COCCNCCOC.COCCNCCOC.OCCO.OCCO.OCCO.OCCO.OCCO spin_multiplicity=1
C -1.16633 -5.24737 1.26314 -1.9 1.1 0.6
O -0.98814 -6.56279 1.65054 1.7 -0.6 1.0
C 0.05292 -7.22963 0.95616 -0.6 -2.3 -0.9
C 0.54729 -8.62760 1.59089 -0.8 1.1 -0.6
C 1.31656 -9.44228 0.59147 0.7 0.3 -1.6
N -0.61795 -9.41486 2.02090 0.6 0.8 1.2
H -1.26247 -5.04617 0.19619 0.5 -0.4 -0.4
H -0.54726 -4.48703 1.73928 0.6 -0.2 0.0
H -2.17329 -5.05206 1.63194 -0.1 0.4 0.0
H -0.53527 -7.59623 0.11489 0.5 -0.1 -1.0
H 0.86663 -6.61112 0.57746 0.1 0.2 0.6
H 1.20787 -8.38045 2.42195 -0.3 -0.3 0.4
H 0.76862 -9.53505 -0.34621 -0.5 -0.1 0.0
H 1.60517 -10.46013 0.85376 -0.3 0.2 0.6
H 2.22231 -8.95432 0.23146 0.3 0.2 0.4
H -1.36540 -9.43205 1.34184 0.2 0.0 -0.6
H -0.98679 -8.79938 2.73171 -0.6 -0.3 0.6
C -2.94689 3.63070 -6.86730 0.6 -0.2 0.3
O -2.68781 3.74899 -5.46503 -0.6 -0.3 0.3
C -2.63446 2.49140 -4.75320 0.0 1.7 0.7
C -2.58386 2.76796 -3.16681 -0.1 -3.1 -0.4
C -1.18399 2.98233 -2.52305 -1.4 0.2 -1.0
N -3.16291 1.45232 -2.55493 1.0 1.3 -0.9
H -3.48100 2.73713 -7.19031 0.0 -0.5 0.5
H -1.96084 3.62307 -7.33182 -0.2 0.1 -0.6
H -3.58434 4.43064 -7.24393 0.4 0.4 0.4
H -3.56045 1.97100 -4.99778 -0.1 -0.3 0.2
H -1.79155 1.92069 -5.14293 0.2 -0.3 0.4
H -3.28472 3.56753 -2.92688 0.3 0.3 -0.3
H -0.82741 3.87773 -3.03218 0.6 0.2 0.5
H -0.50549 2.13949 -2.65483 -0.2 0.0 -0.4
H -1.29830 3.10427 -1.44594 0.0 0.4 0.0
H -3.93986 1.19848 -3.14824 -0.3 -0.1 0.2
H -3.52092 1.67109 -1.63620 -0.3 0.2 0.3
C -4.17705 1.59818 1.67388 -0.4 1.8 0.0
O -4.36037 2.60452 0.60104 -0.6 -0.5 0.0
C -3.83496 3.91685 0.95050 1.5 -1.2 0.1
C -3.78176 5.05695 -0.11876 -1.3 0.1 1.0
N -4.65977 6.18164 0.24222 -0.6 1.0 -0.2
C -4.95200 7.28692 -0.71181 1.5 -0.6 -0.2
C -3.82244 8.37383 -0.79906 -1.1 -0.4 1.9
O -3.69359 9.07540 0.44822 0.1 1.0 -0.2
C -4.71608 10.03748 0.77222 -0.1 -1.8 0.0
H -3.57703 1.99016 2.49511 0.4 0.3 -0.2
H -3.68530 0.67680 1.36193 -0.3 0.2 -0.6
H -5.15108 1.45032 2.14027 -0.1 -0.4 -0.3
H -2.82182 3.57234 1.15779 0.6 1.0 0.3
H -4.24470 4.27272 1.89579 -0.4 0.1 -0.1
H -4.04821 4.67506 -1.10429 0.3 -0.2 -0.2
H -2.77976 5.48396 -0.07662 0.2 -0.4 -0.4
H -5.48507 5.97927 0.78814 0.2 -0.5 -0.2
H -5.95337 7.66532 -0.50644 0.3 0.3 0.3
H -5.00630 6.97211 -1.75395 -0.2 -0.7 -0.3
H -3.99117 9.01187 -1.66655 -0.1 0.3 0.0
H -2.84688 7.90077 -0.91133 -0.1 -0.2 -0.2
H -4.72455 10.20880 1.84864 0.8 0.4 -0.1
H -5.66858 9.51570 0.67960 -0.4 0.3 -0.6
H -4.66932 10.94956 0.17722 0.0 0.0 0.0
C 3.37444 3.52666 -8.28563 -0.7 2.3 1.2
O 1.95691 3.85553 -8.11677 0.1 -1.5 -1.6
C 1.48847 4.40809 -6.92245 0.2 0.3 0.2
C 1.02121 3.34538 -5.95190 1.2 -0.5 0.9
N 2.08866 2.34762 -5.61338 -0.9 0.1 0.0
C 1.84437 1.44556 -4.48111 0.5 0.7 0.5
C 2.27292 2.00420 -3.06042 -0.8 -0.9 -1.9
O 1.85414 1.04439 -2.10808 -1.2 1.7 0.0
C 2.48832 -0.16955 -2.06127 1.8 -0.3 1.3
H 3.79338 3.03283 -7.40886 -0.1 -0.3 -0.2
H 3.77463 4.53985 -8.32311 0.9 -0.1 0.0
H 3.65036 3.05857 -9.23054 -0.9 -0.3 0.1
H 0.61130 5.01559 -7.14520 -0.2 -0.1 -0.4
H 2.16577 5.16299 -6.52312 0.6 -0.3 0.4
H 0.12978 2.90946 -6.40291 -0.1 -0.4 0.2
H 0.78303 3.80737 -4.99380 -0.4 0.2 -0.1
H 2.21759 1.70389 -6.38090 0.0 0.4 -0.5
H 2.43402 0.57355 -4.76400 0.4 -0.1 0.6
H 0.85080 1.01633 -4.35194 -0.6 0.4 -0.2
H 1.73761 2.90867 -2.77147 0.0 0.1 -0.3
H 3.33906 2.22558 -3.10995 0.3 -0.2 0.5
H 2.59467 -0.73363 -2.98788 -0.6 -0.1 -0.1
H 2.04266 -0.66747 -1.20014 -0.2 -0.7 -0.5
H 3.49942 0.04135 -1.71296 0.6 -0.4 -0.1
C 2.24591 -3.01471 8.90765 0.4 -1.1 -0.1
O 3.45755 -2.34363 8.81447 2.2 2.3 -0.9
C 4.46902 -2.74456 7.80700 -1.5 -0.8 2.2
C 4.00091 -2.60132 6.41382 -1.1 -0.8 -2.9
N 3.06391 -1.49592 6.10159 1.0 0.2 0.0
C 2.18911 -1.65750 4.86287 -0.1 -0.1 3.9
C 0.97593 -2.56773 5.28363 1.3 0.6 -0.6
O 0.08929 -1.93984 6.23498 1.5 -1.0 0.0
C -0.87329 -1.09050 5.76737 -1.8 0.5 -1.9
H 2.52208 -3.95952 9.37579 -0.8 -0.6 0.1
H 1.72809 -3.17676 7.96230 0.1 -0.1 -0.2
H 1.54923 -2.45786 9.53428 0.3 0.1 0.1
H 4.68756 -3.77566 8.08482 -0.1 -0.5 -0.6
H 5.45830 -2.30234 7.92473 -0.6 1.1 0.7
H 3.51247 -3.49500 6.02538 -0.3 -0.8 0.6
H 4.88085 -2.64862 5.77229 0.3 0.8 -0.2
H 2.44501 -1.56564 6.89670 -0.4 0.8 0.0
H 2.80020 -1.94239 4.00642 -0.4 -0.2 0.0
H 1.71318 -0.68083 4.77497 0.3 0.2 -0.7
H 1.30021 -3.43323 5.86144 0.2 -0.2 -0.6
H 0.64402 -2.82597 4.27803 -1.6 -0.4 0.4
H -1.33901 -1.49603 4.86918 0.1 -0.2 -0.5
H -0.54998 -0.09549 5.46151 0.3 0.2 0.4
H -1.75985 -1.01958 6.39751 0.5 0.1 0.8
O 0.09919 0.87897 0.63437 -0.5 0.5 -0.8
C 0.90208 0.01991 1.38391 0.1 -1.2 -0.2
C 0.36031 -1.42843 1.36662 0.1 1.1 2.0
O -0.91653 -1.51048 2.00831 0.6 -0.2 -0.5
H 0.48003 0.90976 -0.24632 -0.2 0.2 -0.3
H 1.89820 -0.08861 0.95490 0.4 0.4 0.1
H 0.97324 0.49021 2.36465 0.0 -0.6 0.3
H 1.03740 -1.96201 2.03367 0.2 -0.5 -0.3
H 0.35658 -1.84916 0.36111 0.0 0.0 -0.1
H -1.47119 -1.09063 1.34674 -0.7 0.2 -0.1
O -4.91525 -3.49871 0.56370 -0.1 0.5 0.0
C -4.32281 -2.20361 0.51671 0.1 0.1 0.0
C -3.19117 -2.20279 -0.47936 1.2 0.1 -0.2
O -2.31123 -1.07636 -0.29667 -0.8 -0.3 -0.3
H -5.60015 -3.46307 -0.10806 -0.2 -0.4 0.0
H -5.04382 -1.43629 0.23480 -0.3 0.0 -0.1
H -3.97481 -1.90204 1.50466 0.2 -0.4 0.1
H -3.54639 -2.24668 -1.50891 -0.3 0.3 -0.1
H -2.55562 -3.08520 -0.40508 -0.2 -0.2 0.5
H -2.53608 -0.43636 -0.97597 0.2 0.5 -0.2
O 1.81160 4.17842 2.79406 0.4 -0.2 0.6
C 2.08685 4.69692 1.52180 -1.9 -1.1 -1.0
C 1.62561 3.71173 0.38629 2.3 0.9 0.5
O 2.62220 2.65368 0.30001 -0.8 0.7 0.3
H 2.55286 3.60655 3.00644 -0.1 -0.2 0.2
H 1.38915 5.52447 1.39351 0.3 0.5 0.1
H 3.12868 5.00552 1.43562 0.0 0.0 -0.4
H 1.68658 4.34776 -0.49680 -0.1 -0.1 -0.5
H 0.59516 3.37618 0.50328 0.2 -0.3 0.4
H 2.52571 2.21514 -0.54851 -0.2 -0.2 -0.1
O 1.43515 -3.95669 -3.83488 -0.1 0.3 -0.6
C 0.83406 -4.79333 -2.88003 0.7 -0.8 0.4
C 1.68630 -4.84810 -1.63472 -0.8 -0.3 -0.5
O 1.91556 -3.58329 -1.11306 -0.3 1.0 1.0
H 0.87626 -3.17819 -3.89123 0.1 0.1 -0.2
H -0.20041 -4.51352 -2.68081 0.0 0.2 0.2
H 0.82056 -5.84591 -3.16288 -0.1 0.0 -0.9
H 2.66945 -5.28856 -1.80056 -0.2 -0.7 -0.2
H 1.02206 -5.46901 -1.03359 0.7 0.2 1.0
H 2.33073 -3.09407 -1.82713 0.1 0.3 -0.1
O 4.42921 -1.50126 0.79787 -0.1 -0.4 -0.3
C 5.08402 -2.76562 0.62011 -0.1 0.1 0.2
C 4.70177 -3.79358 1.66285 -0.5 0.9 -0.1
O 3.34950 -4.14622 1.57846 -0.6 -1.2 0.2
H 4.89082 -0.94377 1.42852 0.2 -0.2 0.1
H 4.73895 -3.14850 -0.34032 0.1 0.1 -0.1
H 6.16993 -2.67425 0.59662 0.1 0.2 -0.1
H 4.86324 -3.39482 2.66435 0.5 0.0 0.2
H 5.31020 -4.68382 1.50346 0.0 -0.1 0.1
H 2.76350 -3.47733 1.21679 0.4 0.4 -0.2